(1)
The following is a quantum chemistry calculation of a structure of composition C6H16CaN8O10, from the OMol25 dataset.

Atoms and positions in Å:
Ca: -0.726 0.078 -0.174
C: -3.591 1.112 0.153
O: -2.782 0.591 1.008
O: -4.722 0.608 -0.141
O: -2.890 1.550 -0.859
C: -1.620 -1.305 -2.542
O: -2.393 -1.191 -3.557
O: -0.459 -0.805 -2.471
O: -2.179 -1.477 -1.392
C: 0.761 1.619 2.710
O: 0.302 1.210 1.673
N: 0.024 1.989 3.776
N: 2.126 1.472 3.002
H: 0.532 2.277 4.590
H: -0.982 1.954 3.731
H: 2.418 1.622 3.946
H: 2.531 0.919 2.263
C: -1.323 -2.923 1.532
O: -0.865 -1.839 1.232
N: -1.054 -3.686 2.647
N: -2.036 -3.637 0.646
H: -0.443 -3.230 3.304
H: -1.589 -4.527 2.698
H: -2.802 -4.228 0.918
H: -2.131 -3.318 -0.318
C: 0.594 2.858 -1.779
O: 0.459 1.852 -1.087
N: 1.736 3.586 -1.756
N: -0.469 3.401 -2.366
H: 1.728 4.391 -2.358
H: 2.555 3.099 -1.439
H: -1.358 2.967 -2.110
H: -0.555 4.286 -2.831
C: 2.329 -1.324 -1.174
O: 1.533 -1.054 -0.282
N: 3.693 -1.295 -1.069
N: 1.933 -1.529 -2.443
H: 4.216 -1.836 -1.733
H: 4.093 -1.149 -0.157
H: 0.927 -1.271 -2.560
H: 2.479 -1.817 -3.230

Its multiplicity is 1. The value obtained for the lowest unoccupied orbital energy is 4.24 eV. The HOMO energy comes out at 1.555 eV. The value obtained for the largest force on an atom is 6.9 eV/A. Its gap between HOMO and LUMO is 2.7 eV. Its charge is -2.

---

(2)
The following is a quantum chemistry calculation of a structure of composition C6H16ClFeIN2O2P, from the OMol25 dataset.

Atoms and positions in Å:
C: -4.005 1.366 -3.379
I: -2.798 0.530 -1.799
H: -3.573 2.329 -3.659
H: -5.022 1.485 -2.996
H: -3.981 0.664 -4.217
Fe: 0.110 0.419 0.578
P: 1.308 -1.021 -0.939
C: 0.854 -2.732 -1.322
C: 1.429 -0.195 -2.548
H: 3.345 -0.100 -0.089
H: 3.635 -1.595 -1.061
H: 3.005 -1.705 0.621
C: 3.002 -1.117 -0.305
H: 1.756 0.835 -2.367
H: 2.153 -0.739 -3.165
H: 1.592 -3.157 -2.016
H: -0.141 -2.764 -1.781
H: 0.446 -0.173 -3.030
H: 0.840 -3.320 -0.396
C: -1.071 -1.092 0.212
O: -1.772 -1.816 0.821
Cl: 1.325 2.095 -0.108
N: -1.271 2.117 4.048
C: -0.316 1.263 3.640
N: 0.678 0.998 4.530
O: -0.353 0.711 2.521
H: -1.219 2.487 5.000
H: -2.039 2.404 3.463
H: 1.452 0.402 4.298
H: 0.633 1.422 5.445

As for the expectation value of S²: 8.77. Its multiplicity is 6. The value obtained for the lowest unoccupied orbital energy (alpha / beta) is -8.06 / -10.10 eV. The HOMO energy (alpha / beta) comes out at -15.736 / -15.665 eV. The value obtained for the largest force on an atom is 8.9 eV/A. Its gap between HOMO and LUMO (alpha / beta) is 7.7 / 5.6 eV. Its charge is +2.

---

(3)
The following is a quantum chemistry calculation of a structure of composition C6H16ClFeO6S2, from the OMol25 dataset.

Atoms and positions in Å:
Fe: -0.584 -2.305 -2.072
Cl: -1.336 -2.157 -0.052
O: 2.371 1.281 5.240
S: 1.035 0.963 4.937
O: -0.029 1.958 4.873
O: 1.224 0.236 3.561
C: 0.198 -0.249 2.676
C: -0.424 0.826 1.826
C: 0.415 -0.440 5.921
H: -0.539 -0.870 3.311
H: 0.797 -0.946 2.060
H: -1.257 0.351 1.260
H: 0.347 1.105 1.084
H: -0.821 1.653 2.382
H: -0.290 -0.834 5.215
H: -0.185 -0.197 6.788
H: 1.201 -1.158 6.210
O: -0.368 -1.745 -3.943
S: -1.177 -0.574 -4.249
O: -2.596 -0.506 -4.175
O: -0.652 0.655 -3.513
C: 0.785 0.620 -2.999
C: 0.736 0.564 -1.453
C: -0.864 -0.339 -5.929
H: 1.180 1.549 -3.268
H: 1.214 -0.188 -3.612
H: 1.659 0.990 -1.120
H: 0.625 -0.484 -1.083
H: -0.074 1.224 -1.085
H: 0.236 -0.307 -6.174
H: -1.522 0.503 -6.186
H: -1.306 -1.180 -6.431

As for the expectation value of S²: 6.01. Its multiplicity is 5. The value obtained for the lowest unoccupied orbital energy (alpha / beta) is -4.55 / -6.44 eV. The HOMO energy (alpha / beta) comes out at -12.934 / -12.934 eV. The value obtained for the largest force on an atom is 5.3 eV/A. Its gap between HOMO and LUMO (alpha / beta) is 8.4 / 6.5 eV. Its charge is +1.

---

(4)
The following is a quantum chemistry calculation of a structure of composition C6H16FLiO2Zn, from the OMol25 dataset.

Atoms and positions in Å:
Li: 1.320 19.510 -18.817
Zn: 3.952 20.250 -23.380
F: 3.595 20.415 -20.395
C: 8.344 24.981 -19.507
C: 7.434 23.789 -19.894
C: 8.297 22.512 -19.884
O: 6.315 23.699 -19.103
H: 8.711 24.910 -18.483
H: 7.905 25.932 -19.810
H: 9.235 25.034 -20.132
H: 6.977 23.841 -20.882
H: 9.075 22.663 -20.632
H: 7.633 21.731 -20.253
H: 8.801 22.243 -18.955
H: 5.760 22.985 -19.426
C: 3.806 15.221 -21.041
C: 5.140 15.603 -21.636
C: 6.030 14.407 -22.229
O: 4.871 16.511 -22.715
H: 3.097 14.833 -21.773
H: 3.308 16.058 -20.551
H: 4.045 14.440 -20.319
H: 5.790 16.175 -20.973
H: 5.352 13.807 -22.835
H: 6.397 13.741 -21.448
H: 6.770 14.746 -22.954
H: 4.451 16.012 -23.419

Its multiplicity is 1. The value obtained for the lowest unoccupied orbital energy is -12.66 eV. The HOMO energy comes out at -15.065 eV. The value obtained for the largest force on an atom is 2.0 eV/A. Its gap between HOMO and LUMO is 2.4 eV. Its charge is +2.

---

(5)
The following is a quantum chemistry calculation of a cluster of 2 separate species, C6H16FN2P in total, from the OMol25 dataset.

Atoms and positions in Å:
C: -2.184 -0.639 -1.300
C: -3.382 1.153 -0.139
C: 2.486 -1.414 1.229
C: 3.083 -0.413 -1.158
C: -2.641 -0.125 0.136
C: 2.061 -0.430 0.126
N: -1.579 -0.147 1.129
N: 1.781 0.901 0.562
F: 0.513 3.012 1.130
P: 0.465 1.753 0.055
H: -2.806 -0.244 -2.036
H: -1.151 -0.112 -1.379
H: -2.104 -1.791 -1.313
H: -4.221 0.874 -0.639
H: -2.884 1.883 -0.843
H: -3.573 1.592 0.849
H: 2.747 -2.363 0.870
H: 3.190 -0.896 1.899
H: 1.576 -1.535 1.685
H: 4.031 -0.512 -0.604
H: 3.029 0.465 -1.821
H: 2.803 -1.310 -1.695
H: -3.308 -0.824 0.522
H: 1.191 -0.836 -0.372
H: -1.628 0.493 1.977
H: 2.506 1.467 1.129

Its multiplicity is 1. The value obtained for the lowest unoccupied orbital energy (alpha / beta) is 0.31 / 0.19 eV. The HOMO energy (alpha / beta) comes out at -8.884 / -6.785 eV. The value obtained for the largest force on an atom is 4.6 eV/A. Its gap between HOMO and LUMO (alpha / beta) is 9.2 / 7.0 eV.

---

(6)
The following is a quantum chemistry calculation of a structure of composition C6H16IrO9P2S2, from the OMol25 dataset.

Atoms and positions in Å:
Ir: -0.671 -0.021 -0.347
O: -1.616 -1.625 -2.914
P: -0.393 -2.202 -2.083
O: 0.109 -3.495 -2.535
O: -0.815 -2.048 -0.619
O: 0.654 -0.961 -2.339
P: 1.869 -0.693 -1.285
O: 3.069 -0.321 -2.218
O: 2.121 -1.812 -0.378
O: 1.396 0.586 -0.535
H: -1.814 -2.165 -3.680
H: 2.899 0.342 -2.889
C: -1.531 4.335 -1.767
S: -0.945 3.172 -0.490
C: -2.194 3.530 0.786
O: -1.466 1.854 -1.052
H: -1.488 5.348 -1.384
H: -2.543 4.072 -2.052
H: -0.873 4.249 -2.626
H: -2.057 4.533 1.172
H: -2.048 2.797 1.574
H: -3.186 3.410 0.360
O: -0.500 0.478 1.795
S: 0.860 0.101 2.385
C: 0.426 0.024 4.192
C: 0.928 -1.323 4.671
C: 0.564 -2.319 3.574
C: 1.027 -1.713 2.260
H: -0.659 0.101 4.246
H: 0.883 0.868 4.700
H: 0.468 -1.591 5.621
H: 2.009 -1.292 4.815
H: -0.513 -2.482 3.562
H: 1.050 -3.282 3.731
H: 0.470 -2.054 1.388
H: 2.082 -1.896 2.063

Its multiplicity is 1. The value obtained for the lowest unoccupied orbital energy (alpha / beta) is -5.91 / -5.95 eV. The HOMO energy (alpha / beta) comes out at -13.213 / -13.178 eV. The value obtained for the largest force on an atom is 3.8 eV/A. Its gap between HOMO and LUMO (alpha / beta) is 7.3 / 7.2 eV. Its charge is +1.

---

(7)
The following is a quantum chemistry calculation of a cluster of 2 separate species, C6H16N in total, from the OMol25 dataset.

Atoms and positions in Å:
C: 2.728 0.340 0.952
C: 1.227 0.386 0.900
C: 0.647 -0.224 -0.426
C: 1.286 0.201 -1.727
C: -0.850 -0.271 -0.406
C: -1.506 -1.616 -0.421
N: -3.147 0.979 1.039
H: 3.174 -0.635 0.723
H: 3.196 0.986 0.200
H: 3.177 0.665 1.895
H: 0.825 1.391 1.028
H: 0.961 -1.274 -0.360
H: 2.363 0.313 -1.616
H: 1.185 -0.546 -2.516
H: 0.921 1.159 -2.109
H: -3.468 1.927 1.178
H: -1.338 0.409 -1.104
H: -2.565 -1.535 -0.165
H: -1.393 -2.189 -1.345
H: -1.072 -2.196 0.403
H: 0.753 -0.310 1.595
H: -3.260 0.764 0.054
H: -2.146 0.867 1.155

As for the expectation value of S²: 0.75. Its multiplicity is 2. The value obtained for the lowest unoccupied orbital energy (alpha / beta) is 1.08 / 0.29 eV. The HOMO energy (alpha / beta) comes out at -8.112 / -9.873 eV. The value obtained for the largest force on an atom is 2.0 eV/A. Its gap between HOMO and LUMO (alpha / beta) is 9.2 / 10.2 eV.

---

(8)
The following is a quantum chemistry calculation of the ion C6H16N2 with charge -1, from the OMol25 dataset.

Atoms and positions in Å:
C: 1.273 -0.921 -1.600
N: 0.741 -1.481 -0.392
C: 0.336 -0.512 0.658
C: -0.703 0.553 0.194
C: -0.080 1.796 -0.388
C: -1.120 2.654 -1.178
C: -0.327 -1.350 1.766
N: 0.305 -2.587 2.178
H: 2.129 -0.257 -1.462
H: 0.555 -0.316 -2.192
H: 1.439 -1.653 -2.392
H: -0.130 -1.996 -0.486
H: 1.183 0.086 1.002
H: -1.402 0.025 -0.464
H: -1.305 0.862 1.063
H: 0.684 1.547 -1.117
H: 0.351 2.423 0.396
H: -0.532 3.466 -1.626
H: -1.912 3.107 -0.585
H: -1.528 2.008 -1.964
H: -1.389 -1.475 1.488
H: -0.387 -0.715 2.661
H: 0.944 -2.864 1.445
H: 0.874 -2.399 2.995

As for the expectation value of S²: 0.75. Its multiplicity is 2. The value obtained for the lowest unoccupied orbital energy (alpha / beta) is 3.93 / 3.92 eV. The HOMO energy (alpha / beta) comes out at 1.437 / -5.326 eV. The value obtained for the largest force on an atom is 2.2 eV/A. Its gap between HOMO and LUMO (alpha / beta) is 2.5 / 9.2 eV. Its charge is -1.

---

(9)
The following is a quantum chemistry calculation of a structure of composition C6H16N2, from the OMol25 dataset.

Atoms and positions in Å:
C: -2.334 -0.037 -0.487
C: -3.671 0.362 0.191
C: -1.771 0.647 0.584
N: 0.263 -0.927 0.008
C: 0.138 -0.780 -1.403
C: 1.121 0.220 0.497
C: 2.573 -0.361 0.462
N: 3.636 0.689 0.412
H: -2.196 0.330 -1.499
H: -2.180 -1.105 -0.458
H: -4.434 -0.378 -0.094
H: -3.917 0.566 1.241
H: -4.057 1.262 -0.318
H: -1.467 0.087 1.462
H: -1.691 1.706 0.805
H: -0.476 -1.521 -1.934
H: 1.144 -0.862 -1.860
H: -0.095 0.262 -1.774
H: 0.896 0.509 1.527
H: 1.071 1.027 -0.249
H: 2.767 -0.763 1.461
H: 2.589 -1.093 -0.345
H: 4.443 0.327 -0.091
H: 3.296 1.402 -0.238

Its multiplicity is 1. The value obtained for the lowest unoccupied orbital energy is -0.38 eV. The HOMO energy comes out at -6.311 eV. The value obtained for the largest force on an atom is 5.0 eV/A. Its gap between HOMO and LUMO is 5.9 eV.

---

(10)
The following is a quantum chemistry calculation of a cluster of 2 separate species, C6H16N2 in total, from the OMol25 dataset.

Atoms and positions in Å:
C: -2.890 -1.094 1.373
C: -1.909 -1.309 0.090
C: -1.268 -0.054 -0.406
C: -0.309 0.728 0.461
C: 1.025 1.280 0.064
N: 1.582 0.351 -0.843
C: 2.949 -0.268 -0.532
N: 3.268 -0.239 0.851
H: -3.229 -1.928 1.932
H: -3.712 -0.502 0.895
H: -2.426 -0.522 2.203
H: -2.470 -1.783 -0.657
H: -1.097 -1.854 0.536
H: 0.832 -0.318 -0.951
H: -1.824 0.468 -1.190
H: -0.070 -0.088 1.229
H: -0.502 1.630 1.095
H: 0.963 2.268 -0.401
H: 1.652 1.353 0.892
H: 0.089 1.728 -2.595
H: 3.559 0.496 -1.021
H: 2.900 -1.142 -1.150
H: 2.718 -0.991 1.484
H: 0.169 1.790 -3.361

Its multiplicity is 1. The value obtained for the lowest unoccupied orbital energy is -2.76 eV. The HOMO energy comes out at -6.616 eV. The value obtained for the largest force on an atom is 3.8 eV/A. Its gap between HOMO and LUMO is 3.9 eV.

---

(11)
The following is a quantum chemistry calculation of the molecule C6H16N2, from the OMol25 dataset.

Atoms and positions in Å:
C: -1.102 2.372 -1.710
C: -1.361 1.265 -0.703
C: -0.105 0.873 0.050
N: 0.295 1.969 0.962
C: -0.242 -0.490 0.746
N: 0.933 -1.332 0.580
C: 1.065 -2.391 1.547
C: 0.990 -1.831 -0.782
H: -0.746 3.265 -1.192
H: -1.956 2.700 -2.295
H: -0.323 2.192 -2.459
H: -2.132 1.640 -0.024
H: -1.776 0.435 -1.252
H: 0.739 0.877 -0.625
H: 1.216 1.750 1.295
H: -0.358 2.177 1.672
H: -1.177 -0.976 0.412
H: -0.356 -0.328 1.821
H: 0.201 -3.069 1.568
H: 1.273 -2.016 2.539
H: 1.985 -2.928 1.293
H: 0.507 -1.186 -1.508
H: 1.987 -2.171 -1.074
H: 0.442 -2.798 -0.861

Its multiplicity is 1. The value obtained for the lowest unoccupied orbital energy is 1.08 eV. The HOMO energy comes out at -8.396 eV. The value obtained for the largest force on an atom is 1.9 eV/A. The SMILES is CC[C@@H](N)CN(C)C. Its gap between HOMO and LUMO is 9.5 eV.

---

(12)
The following is a quantum chemistry calculation of the molecule C6H16N2, from the OMol25 dataset.

Atoms and positions in Å:
C: 2.817 0.383 -1.767
C: 2.144 -0.387 -0.618
C: 0.616 -0.292 -0.651
C: -0.075 -1.681 -0.771
N: 0.154 0.323 0.639
C: -1.210 0.840 0.501
C: -1.874 1.158 1.878
N: -3.150 0.437 2.048
H: 2.083 0.462 -2.577
H: 3.079 1.377 -1.413
H: 3.622 -0.142 -2.277
H: 2.461 -1.438 -0.607
H: 2.458 -0.096 0.385
H: 0.196 0.361 -1.411
H: -1.101 -1.630 -0.417
H: -0.153 -2.061 -1.797
H: 0.603 -2.400 -0.311
H: 0.152 -0.398 1.361
H: -1.062 1.779 -0.065
H: -1.914 0.323 -0.160
H: -1.175 0.958 2.683
H: -2.085 2.226 1.859
H: -3.645 0.411 1.168
H: -2.940 -0.515 2.321

Its multiplicity is 1. The value obtained for the lowest unoccupied orbital energy is 1.05 eV. The HOMO energy comes out at -8.826 eV. The value obtained for the largest force on an atom is 2.0 eV/A. The SMILES is CC[C@@H](C)NCCN. Its gap between HOMO and LUMO is 9.9 eV.